Record 1
This record from the Open Molecules 2025 dataset describes a structure of composition C38H28BrHgN8O9S. The level of theory is wB97M-V/def2-TZVPD.

```
86
Properties=species:S:1:pos:R:3:forces:R:3
H -3.43421 -4.41237 0.03132 0.0 0.0 0.0
C -0.83308 3.59802 2.52247 0.0 0.0 0.1
H -0.66906 3.06807 6.44818 0.0 0.0 0.0
O -0.52397 -7.82053 0.41841 -0.1 -0.1 0.0
C -0.11322 -5.00589 0.42685 0.0 0.0 0.0
H -6.00876 1.51739 1.37458 0.0 0.0 0.0
C 0.62930 -0.50686 -2.63537 -0.2 0.3 0.0
H -3.71731 2.72873 -2.06345 0.2 0.1 -0.1
C 5.95242 0.34192 -0.69371 0.0 -0.1 -0.1
H 4.75892 -4.63809 0.83210 0.0 0.0 0.0
C -3.70399 1.06087 0.06451 -0.1 0.1 -0.1
C 0.25493 -3.64164 0.54473 0.1 0.0 0.0
H 6.50968 -1.49243 -1.74358 0.0 0.0 0.0
H -4.81867 4.23372 0.32973 0.0 0.0 0.0
Hg 0.06035 -0.14950 0.64362 0.1 0.1 0.1
C 4.28057 -2.55647 0.99119 0.0 0.0 0.1
C -0.06459 3.41387 -4.41023 0.0 0.0 0.1
N 5.06269 1.24582 -0.38221 0.0 0.0 0.0
C 0.46248 2.34617 -5.10312 0.0 0.0 0.0
C -4.14233 3.40094 0.53416 0.0 0.0 0.0
C -0.52230 2.23217 4.47312 0.0 0.0 0.0
H 3.01229 -6.41395 0.61509 0.0 0.0 0.0
C -2.37992 -4.22407 0.18775 0.0 0.0 0.0
C -0.25949 1.98138 -2.35688 0.0 0.0 -0.1
C -0.49584 2.15637 5.88770 0.0 0.0 0.0
C 0.31462 0.89885 -3.16053 -0.1 0.0 0.0
H -4.11150 3.22856 1.61118 0.0 0.0 0.0
N -2.94589 0.22509 0.26167 0.0 -0.3 0.1
O 0.53034 -0.78560 -1.39523 0.0 -0.1 0.0
C -0.43598 3.23864 -3.09536 0.0 -0.1 -0.1
C 5.73544 -0.77328 -1.53148 0.0 0.1 0.0
H -6.72571 2.58756 0.15835 0.0 0.0 0.0
C -1.92136 -2.92152 0.34497 -0.1 0.0 0.0
H -5.43144 3.15977 -1.94013 0.0 0.0 0.0
O 0.66303 3.61594 -7.00363 0.0 0.0 0.0
H -6.42005 0.88584 -0.22696 0.0 0.0 0.0
C 1.65833 -3.26474 0.70379 0.0 0.0 -0.1
C 0.63865 1.10415 -4.47171 0.0 0.0 0.0
C -4.68745 2.39177 -1.71602 -0.1 0.0 0.1
C 0.92839 -6.02579 0.49051 0.0 0.0 0.0
O -1.70202 4.29463 -1.47417 0.0 -0.1 0.0
N 0.82635 2.51669 -6.48037 0.0 0.0 0.0
C -0.28918 1.07895 3.65658 0.0 -0.1 0.0
N 0.66260 -7.38882 0.46613 0.0 0.1 0.0
H -3.14352 3.66634 0.19165 0.0 0.0 0.0
C -0.07860 -0.13124 4.39083 0.0 0.0 0.0
O 1.63571 -8.18964 0.50721 0.1 -0.1 0.0
H -0.24328 0.91850 7.60611 0.0 0.0 0.0
C -6.03725 1.75431 0.31035 0.0 -0.1 0.0
N -0.64513 -2.64476 0.51929 0.0 0.1 -0.1
H -0.19573 4.37364 -4.88522 0.0 0.0 0.0
C -0.26336 0.97748 6.52529 0.0 0.0 0.0
C -1.48245 -5.26471 0.23466 0.0 0.0 0.0
H 3.42216 -0.56784 1.16120 0.1 0.1 0.0
O 1.28995 1.56056 -7.08861 0.0 0.0 0.0
H -1.04191 4.54942 2.04717 0.0 0.0 0.0
C -0.58304 2.47039 1.71663 0.0 0.0 0.0
O -0.73883 5.51086 -2.94918 0.0 0.1 0.0
H -2.59440 -2.07343 0.32472 0.0 0.0 0.0
O 1.07008 -1.31159 -3.46163 0.2 -0.2 -0.1
H 2.59556 -0.07674 -2.03467 0.2 -0.2 0.1
C 3.98024 -3.88360 0.83590 0.0 0.0 0.0
H 0.10150 -1.13382 6.24328 0.0 0.0 0.0
C -0.06190 -0.18208 5.75728 0.0 -0.1 0.0
H 1.05130 0.26968 -5.02031 0.0 0.0 0.0
C -0.79248 3.48522 3.87631 0.0 0.0 0.0
H -1.79665 -6.28936 0.12843 0.0 0.0 0.0
N -0.98648 4.41287 -2.45867 -0.1 0.1 0.1
O -0.53853 1.87659 -1.15969 -0.3 -0.2 -0.1
H -0.96415 4.33866 4.52289 0.0 0.0 0.0
N 3.55821 0.02279 -1.71841 0.2 0.1 0.1
C 3.79940 1.13215 -0.90332 -0.1 -0.5 -0.4
S 2.52706 2.14114 -0.65194 0.2 0.4 0.4
H 6.93678 0.47817 -0.25036 0.0 0.0 0.0
C -4.65096 2.15352 -0.20175 0.0 0.1 0.0
H 4.12943 -1.72141 -2.64406 -0.1 0.0 0.0
C 2.26071 -5.64031 0.59310 0.1 0.0 0.0
Br 0.14971 -1.80163 3.53150 0.0 0.0 0.1
C -0.29764 1.22068 2.22770 -0.1 0.1 0.0
C 2.63334 -4.29082 0.69992 -0.1 0.0 0.0
H 5.30245 -2.22500 1.11987 0.0 0.0 0.0
N 1.97329 -1.97414 0.85024 0.0 0.0 -0.1
C 4.47076 -0.90377 -2.02377 -0.1 0.1 0.0
C 3.23599 -1.62271 0.99859 0.0 0.0 0.2
H -4.95489 1.47742 -2.24779 0.0 0.0 0.0
H -0.61654 2.60785 0.64476 0.0 0.0 0.0
```
Positions in Å, forces in eV/Å.

## Properties
**2S+1**: 2
**Total charge**: -2
**Kohn-Sham gap (alpha / beta)**: 4.9313 / 7.2523 eV
**LUMO level (alpha / beta)**: 3.9 / 3.9 eV

---

Record 2
This record from the Open Molecules 2025 dataset describes a structure of composition C38H28Cl2N7O11SSeTa in a non-equilibrium geometry. The level of theory is wB97M-V/def2-TZVPD.

```
89
Properties=species:S:1:pos:R:3:forces:R:3
C -0.87654 2.12110 -0.38636 -0.1 -0.3 0.1
H 4.45433 0.51947 -0.38986 0.0 0.0 0.0
Cl 0.24706 -1.01795 6.82527 0.0 0.0 -0.1
C 4.41897 -2.00873 3.56033 0.0 0.0 0.0
C -1.60387 -0.89978 3.42613 -0.1 0.1 -0.1
C -2.63398 -2.58343 -4.42384 0.0 0.1 0.1
N 4.62673 3.05882 -4.15094 0.0 0.0 0.0
C 3.45601 -2.71604 2.85340 0.0 -0.1 0.0
C -2.54096 -5.25631 -3.83413 0.0 -0.1 0.0
H -1.77861 7.20489 0.92907 0.0 0.0 0.0
H -0.55417 -2.53482 -3.95039 0.0 0.0 0.0
H -4.92913 -1.88047 -5.66814 0.0 0.0 0.0
C -3.80463 -3.33043 -4.54092 0.0 0.0 0.0
C -2.43830 -0.55900 -2.41642 0.1 0.0 0.1
H 5.59160 2.13317 -1.86447 0.0 0.0 0.0
O -1.21793 -0.15570 -2.30439 0.2 -0.3 0.1
O -2.93573 -1.08757 -1.41520 -0.1 0.0 0.2
H -0.45577 -4.97306 -3.41414 0.0 0.0 0.0
H 4.08674 3.52454 -4.85739 0.0 0.0 0.0
C -1.43742 -3.15892 -4.02816 0.0 0.0 0.0
C 1.74740 -1.52717 4.02243 -0.1 0.0 0.0
C 0.92467 2.32244 3.03655 0.0 -0.1 -0.2
H -3.99812 -0.17076 4.23575 0.0 -0.2 -0.1
C 3.97643 2.20665 -3.29462 0.0 0.0 0.0
H 4.22425 2.12815 2.45333 0.0 0.0 0.0
C 0.37219 -4.01792 -0.71444 0.0 0.0 -0.1
C 3.96994 0.87135 -1.28766 0.1 0.1 -0.1
H 5.46918 -2.19492 3.37505 0.0 0.0 0.0
H 2.39463 -0.02631 5.41733 0.0 0.0 0.0
O 0.82929 -1.36229 -1.35150 0.2 0.0 -0.2
O -2.18058 -0.97478 1.12543 0.2 0.0 0.6
H 4.78773 -0.49054 5.03128 0.0 0.0 0.0
C -0.59559 5.85572 -0.24548 0.0 0.0 0.0
C 2.26562 2.63264 3.19354 0.0 0.0 0.0
C -3.16559 -0.38015 -3.72868 0.0 -0.2 -0.1
H -2.78285 3.05273 1.27729 0.0 0.0 0.0
C 2.70231 1.71657 -3.61348 0.0 0.0 0.0
C 2.69335 -0.79255 4.71849 0.1 -0.1 0.0
Se -1.03067 -3.19338 0.16875 0.1 -0.4 -0.1
Ta -0.86336 -0.66699 -0.28193 -0.4 1.0 -0.9
O 0.09443 1.76277 -1.05063 0.0 0.2 0.0
C -1.68806 -0.69155 4.82947 -0.2 -0.1 0.0
N 2.76893 0.99335 1.53906 -0.1 0.1 0.2
N 1.01661 -0.21148 0.58682 0.0 0.5 0.2
C 2.69440 0.41245 -1.61375 0.2 0.0 0.0
H -5.70668 -3.45867 -5.51769 0.0 0.0 0.0
C -2.17669 3.84581 0.85828 0.0 0.0 0.0
N 0.50512 1.39389 2.17709 0.2 0.0 0.0
O -3.79063 -0.56694 2.57992 -0.1 0.2 0.2
H -4.62159 -5.30325 -4.31110 0.0 0.0 0.0
C 4.03739 -1.05363 4.49005 0.0 0.1 0.0
C -1.16288 3.53167 -0.04086 0.1 0.0 0.0
O -1.69031 1.21084 0.09193 0.3 -0.3 -0.1
H 1.06208 0.48719 -3.02037 0.1 -0.1 0.0
H -4.22631 -0.56262 -3.55303 0.0 -0.1 0.0
H 0.41856 4.25768 -1.28254 0.0 0.0 0.0
H -5.68782 -2.35840 -4.14571 0.0 0.0 0.0
O -2.62469 -1.22533 -4.73617 -0.1 0.1 0.1
O -3.98666 -0.04820 5.21171 0.0 0.0 0.0
C -2.62116 -0.77770 2.35323 -0.1 -0.2 -0.2
O -2.60549 -0.17023 6.92718 0.0 -0.1 0.0
C 2.11095 -2.48853 3.09078 0.1 0.1 -0.1
C -1.38012 -4.51188 -3.73302 0.0 0.0 0.0
C -5.10067 -2.71962 -4.99395 0.0 0.1 0.0
H 2.59507 3.39028 3.89021 0.0 0.0 0.0
C -2.39438 5.17036 1.20688 0.0 0.0 0.0
N -0.39002 -1.23616 3.05667 0.1 0.1 0.0
H -3.02131 0.64109 -4.07624 0.0 0.0 0.0
N 1.22098 -4.58078 -1.25632 -0.1 0.1 0.1
H 5.41299 3.57676 -3.80274 0.0 0.0 0.0
N 0.34891 -1.24666 4.16607 0.1 -0.2 -0.1
S 1.99741 -0.78557 -0.58803 -0.3 -0.1 0.3
C 2.05830 0.83017 -2.77972 0.0 0.1 0.0
C -0.40370 -0.96373 5.25763 0.2 0.2 0.1
C 3.15792 1.93232 2.40058 -0.1 -0.1 -0.1
C -2.79699 -0.29557 5.74564 0.1 0.2 0.0
C 4.60015 1.77310 -2.11522 0.0 0.0 0.0
C -0.36916 4.53356 -0.59165 0.0 0.0 0.0
H 0.01525 6.63947 -0.67551 0.0 0.0 0.0
H 2.21569 2.03999 -4.52653 0.0 0.0 0.0
O 3.01532 -1.66147 -0.13061 -0.1 -0.1 0.0
H 0.15499 2.84484 3.59682 0.0 -0.1 0.0
H 1.34594 -3.01417 2.53352 0.0 0.0 0.0
C -1.60598 6.17147 0.65467 0.0 0.0 0.0
H 3.74880 -3.44596 2.10918 0.0 0.0 0.0
C 1.45795 0.76881 1.48413 -0.1 -0.1 0.0
H -3.17978 5.42289 1.90784 0.0 0.0 0.0
C -3.73618 -4.68425 -4.23159 0.0 0.0 0.0
Cl -2.50150 -6.95662 -3.45934 0.0 0.1 0.0
```
Positions in Å, forces in eV/Å.

## Properties
**Total charge**: 0
**Kohn-Sham gap**: 7.4261 eV
**LUMO level**: -1.4 eV

---

Record 3
This record from the Open Molecules 2025 dataset describes a structure of composition C38H28Cl3N5O4PSr. The level of theory is wB97M-V/def2-TZVPD.

```
80
Properties=species:S:1:pos:R:3:forces:R:3
C 1.39158 2.89271 -3.37547 -0.1 -0.1 -0.1
N -0.19026 -2.41895 -1.18878 -0.1 0.1 0.1
H -3.88734 2.43058 -2.75720 0.0 0.0 0.0
C -5.75557 -0.37405 -0.88479 0.0 0.0 0.0
C 1.29057 1.91668 -2.38430 0.3 0.3 0.1
Cl -0.18160 4.09350 -0.17923 0.0 0.1 0.0
H -1.91657 -1.99924 -2.27831 0.0 0.0 0.0
C 0.46823 -2.25212 2.92094 0.1 -0.1 0.2
Cl 5.15954 4.43186 2.58919 0.1 0.1 0.0
C -6.06235 -0.09854 -2.20922 -0.1 -0.1 0.0
H -6.80969 -0.68654 -2.72801 0.0 0.0 0.0
C 2.66107 1.67226 1.08132 0.2 0.1 0.3
C -5.39182 0.91619 -2.87439 0.0 0.1 -0.1
C -0.67460 1.14200 -3.27913 -0.1 0.0 -0.2
C 3.51058 2.76849 1.25251 0.1 -0.1 0.1
H 0.29547 -1.99713 5.03409 0.0 0.0 0.0
H 0.31559 -2.75029 -1.99920 0.1 0.0 0.0
H 2.92387 0.46089 4.24687 0.0 0.0 0.0
O -3.48865 -2.79451 0.07267 0.0 0.2 -0.1
N 0.27734 1.05210 -2.35451 0.1 -0.1 0.5
H -3.09064 7.73231 -1.44108 0.0 0.0 0.0
H -1.32063 -4.16205 0.99041 0.0 0.0 0.0
H -1.48613 0.42451 -3.20161 0.0 0.0 0.0
C 1.67146 -1.32288 2.89369 0.0 -0.1 0.1
O -2.19754 -0.97389 0.28355 0.0 0.1 0.1
C -4.12523 1.40565 -0.87816 -0.1 -0.1 0.2
C -1.98027 2.12081 2.55378 -0.1 0.0 0.0
C -0.98953 -3.69229 1.91034 -0.1 -0.1 0.0
H -3.60419 2.42177 5.50478 0.0 0.0 0.0
C -4.18042 5.89881 -1.16174 0.0 0.1 0.0
H -5.17836 2.55427 1.53013 0.0 0.0 0.0
H 0.10994 -2.95364 -0.37585 0.1 0.0 -0.1
H 3.70484 3.40560 0.40424 0.0 0.0 0.0
C -0.66764 2.09548 -4.28226 0.0 -0.1 0.0
H -1.68550 -3.52525 5.20061 0.0 0.0 0.0
O 2.62439 -1.65840 3.60819 -0.1 0.0 0.0
C -1.63407 -2.58858 -1.40010 -0.3 -0.2 0.0
C -1.19927 -3.34443 4.25004 0.1 0.0 -0.1
H -1.32225 2.07841 4.58909 0.0 0.0 0.0
C -2.17193 2.18714 3.92725 0.0 0.0 0.0
H -4.52909 0.11004 0.79512 0.0 0.0 0.0
C -0.11699 -2.48884 4.16382 -0.1 -0.1 0.0
H -1.47716 2.13225 -4.99921 0.0 0.0 0.0
H -0.89600 6.70290 -0.89574 0.0 0.0 0.0
C 3.90232 2.21092 3.54175 -0.1 -0.1 0.0
P -2.67889 2.18626 -0.10455 0.4 -0.3 -0.1
C 3.07129 1.11312 3.40147 0.1 0.1 0.0
C -3.05616 2.25520 1.67819 0.0 0.0 0.1
C 4.12299 3.04279 2.46365 -0.1 0.0 -0.2
H -1.91989 -3.62710 -1.58334 0.0 0.0 -0.1
N 1.95527 1.49169 -0.10924 -0.4 -0.4 0.0
N 1.49624 -0.23719 2.14214 0.0 0.2 -0.5
H -5.14594 6.33556 -1.38463 0.0 0.0 0.0
C -4.09445 4.55609 -0.84621 0.1 -0.1 0.1
C -4.79616 0.37310 -0.21862 0.0 0.0 -0.1
C -2.86835 3.95433 -0.55090 -0.1 0.2 0.0
O 3.44264 2.47470 -1.61489 0.0 0.0 0.1
H -0.97324 1.98186 2.17443 0.0 0.0 0.0
C 0.39595 2.98862 -4.32852 0.0 0.0 0.0
C -2.52607 -2.08521 -0.22820 -0.1 -0.4 -0.2
C 2.36882 1.95786 -1.27966 -0.1 0.1 -0.3
C -1.80615 6.11857 -0.88869 0.1 -0.1 0.1
H -5.61412 1.12694 -3.91399 0.0 0.0 0.0
C -1.73674 4.76804 -0.56646 0.0 0.0 -0.1
C 2.42716 0.81369 2.20094 0.3 0.3 0.0
H -5.52318 2.66094 3.96534 0.0 0.0 0.0
H -4.99404 3.95379 -0.82990 0.0 0.0 0.0
H 2.24861 3.54959 -3.34954 0.0 0.0 0.0
Cl 4.64839 2.51076 5.08332 0.0 0.0 0.1
C -4.33161 2.46022 2.19992 0.0 0.0 0.0
N 0.03277 -2.84240 1.80657 0.2 0.3 0.0
C -1.64492 -3.97166 3.09477 0.1 0.0 0.0
Sr 0.02469 -0.10205 0.09651 -0.2 0.0 0.0
C -4.42197 1.65719 -2.21731 0.0 0.0 0.0
H -6.23360 -1.19488 -0.36668 0.0 0.0 0.0
C -3.03187 6.68107 -1.18838 -0.1 0.0 0.0
H 0.44076 3.75280 -5.09483 0.0 0.0 0.0
C -3.44608 2.37905 4.43422 0.0 0.0 0.1
H -2.48882 -4.64653 3.09924 0.0 0.0 0.0
C -4.52525 2.51434 3.57000 -0.1 0.0 0.0
```
Positions in Å, forces in eV/Å.

## Properties
**Energy above the lowest of the compared OMol25 structures with the same formula, charge and spin**: 23.5 kcal/mol
**Total charge**: -1
**Kohn-Sham gap**: 6.6609 eV
**LUMO level**: 2.2 eV

---

Record 4
This record from the Open Molecules 2025 dataset describes a structure of composition C38H28N5NaO12S in a non-equilibrium geometry. The level of theory is wB97M-V/def2-TZVPD.

```
85
Properties=species:S:1:pos:R:3:forces:R:3
C 0.89725 2.92385 1.89067 -0.1 -0.1 0.6
C 4.69868 -3.03213 -2.87097 0.0 0.0 0.0
H 6.71861 2.80856 -2.23317 -0.1 0.0 0.0
H 3.34376 -1.90081 0.03760 0.0 0.0 0.0
C -2.04492 1.00242 -1.40171 -0.5 0.1 0.1
C 0.01521 0.45207 -2.81073 0.0 -0.2 -0.1
H -5.13013 -3.62806 -1.12521 0.0 0.0 0.0
H 4.75060 -3.76411 -0.85296 0.0 0.0 0.0
C -3.44344 1.46629 -1.44750 0.4 -0.2 -0.4
C 1.49940 -2.01758 3.01736 0.1 -0.1 0.1
C 0.01590 -3.66942 3.18130 -0.3 0.0 -0.2
O 1.93465 0.22331 0.16779 0.9 0.3 0.4
C -0.21181 1.56299 3.34560 0.3 0.2 0.0
C -5.32729 -0.81183 1.49110 0.0 0.0 0.0
C 4.52203 1.20396 0.49561 -0.2 -0.1 0.0
H -1.79445 0.49247 -4.80783 0.1 0.0 0.0
C -0.24474 -2.85434 2.06008 0.6 -0.1 0.6
O -5.55354 1.44031 -4.95139 0.1 0.0 0.0
H -2.60157 -1.87197 -1.59509 0.0 -0.1 0.0
N 0.68864 -1.86056 1.96891 -0.2 -0.1 0.0
C 4.20280 -2.05919 -3.73042 0.0 0.0 0.0
C 0.10628 2.38929 4.42584 -0.1 -0.1 -0.1
N -4.09760 1.96167 -0.26913 -0.4 0.2 0.4
H -5.38004 -0.00314 2.20973 0.0 0.0 0.0
O 0.67271 1.04079 -3.67828 -0.1 -0.2 -0.1
C -1.47595 0.70477 -2.72460 0.2 0.2 0.3
O -3.86394 0.66542 -6.03950 0.0 0.0 0.1
H 2.32474 -1.33108 3.18266 0.0 0.0 0.0
H 1.91956 4.63682 2.68977 0.0 0.0 0.0
C -6.39351 -2.54261 0.22210 -0.1 0.0 0.0
C -2.70194 -2.48777 -0.69540 0.1 -0.1 -0.1
H 7.41515 2.92482 0.13139 0.0 0.0 0.0
O -1.42081 0.86063 -0.35250 -0.7 0.7 -0.4
C 1.20940 3.33437 0.48723 -0.3 0.3 -0.4
O -1.62582 -0.23506 2.66127 -0.2 0.2 -0.2
C -4.02420 -2.14201 -0.03948 0.1 -0.1 0.0
N -1.50652 -2.27067 0.10419 -0.1 0.0 0.3
C -4.11469 -1.11120 0.88969 0.0 0.0 0.0
C 0.88301 3.50832 4.20188 0.1 0.1 0.0
H 4.58393 1.70303 -2.84632 0.0 0.0 0.0
C -1.04966 0.32484 3.53014 -0.1 -0.3 0.3
C 4.10174 1.16191 -0.82850 -0.3 0.3 0.2
O -3.43591 2.30440 0.69720 0.0 -0.1 -0.2
H -0.49139 0.26567 5.37605 0.1 0.0 0.0
H -3.22921 -0.54231 1.13117 0.1 0.0 0.1
H -5.22015 1.75345 -2.57441 0.0 0.0 0.0
N -4.38140 1.05403 -4.98985 -0.3 0.0 -0.4
O -1.18096 -0.10587 4.82002 -0.1 0.0 0.0
C 1.30802 3.77616 2.91724 0.0 0.0 -0.1
C -1.35008 -2.97424 1.15977 -0.4 -0.2 -0.4
H 1.14176 4.17117 5.01792 0.0 0.0 0.0
O 0.49744 3.21928 -0.46316 0.1 -0.3 0.0
O -5.33100 2.05267 -0.27830 0.2 0.0 -0.1
H -7.41168 -1.30743 1.65521 0.0 0.0 0.0
S 2.36096 0.50984 -1.21941 2.2 0.6 -0.4
C -2.23228 0.72147 -3.84591 -0.2 0.0 -0.3
C -4.18787 1.44374 -2.60599 -0.1 0.1 -0.1
H -0.27917 2.20299 5.41967 0.0 -0.1 0.0
C 4.38852 -2.98847 -1.51703 0.0 0.0 0.0
C 4.90009 1.73850 -1.80792 -0.1 0.0 -0.1
H 5.32395 -3.82786 -3.25951 -0.1 0.0 0.0
H 3.00276 -0.26050 -3.87547 0.0 0.0 0.0
C 3.43378 -1.01883 -3.22961 -0.1 0.1 0.0
H 3.87863 0.75377 1.24275 0.0 0.0 0.0
H 1.63953 -3.48421 4.69473 0.0 0.0 0.0
C 6.09537 2.36001 -1.46753 0.0 0.0 0.0
O 0.49538 -0.36380 -1.94631 -0.5 -0.1 -0.6
N 0.16860 1.83393 2.10189 0.0 0.2 -0.1
H -2.09432 -3.73571 1.45143 0.0 0.0 -0.1
C 3.17926 -0.95916 -1.86865 -0.1 -0.1 -0.2
H -0.55181 -4.53886 3.48655 0.0 0.0 0.0
C -3.61197 1.05534 -3.80642 0.4 0.0 0.6
C -5.17917 -2.84099 -0.37947 0.0 0.0 0.0
H 4.40827 -2.11413 -4.79296 0.0 0.0 0.0
Na 0.03363 -0.47218 0.21371 -0.8 -0.9 0.7
C 1.13819 -3.12834 3.80471 0.2 0.1 0.0
C 3.61849 -1.95238 -1.01104 -0.1 0.1 0.1
H 6.01706 1.86952 1.88204 0.0 0.0 0.0
H 2.56784 4.22133 -0.48178 -0.2 0.0 0.0
C 5.70972 1.82832 0.84315 0.1 0.1 -0.1
H -7.28318 -3.10303 -0.04389 0.0 0.0 0.0
H -2.74929 -3.53748 -1.01999 0.0 0.1 -0.1
C 6.49554 2.41841 -0.13957 0.1 0.0 0.1
C -6.46867 -1.53323 1.17071 0.0 0.0 0.0
O 2.36922 4.03563 0.44707 0.5 -0.1 0.1
```
Positions in Å, forces in eV/Å.

## Properties
**Energy above the lowest of the compared OMol25 structures with the same formula, charge and spin**: 27.2 kcal/mol
**Total charge**: -2
**Kohn-Sham gap**: 5.5332 eV
**LUMO level**: 3.6 eV

---

Calculated total energy, respectively: -5705.5861; -6453.0829; -3792.5571; -3201.9924 Ha.